Molecular formula: C77H175N7O14
Method: DFT, the ωB97M-V functional and the def2-TZVPD basis

Structure (ORCA input):
```
! RIJCOSX wB97M-V def2-TZVPD def2/J DEFGRID3
* xyz 0 1
C 4.73 2.18 -2.65
C 3.87 3.39 -2.96
O 2.87 3.08 -3.91
H 5.31 1.85 -3.55
H 4.25 1.27 -2.24
H 5.38 2.43 -1.80
H 4.42 4.25 -3.35
H 3.34 3.66 -1.98
H 2.47 3.92 -4.16
C -0.95 5.21 -3.88
C -0.16 4.52 -5.00
O 0.88 5.34 -5.53
H -1.11 6.24 -4.17
H -0.49 5.19 -2.88
H -1.97 4.77 -3.80
H -0.86 4.24 -5.79
H 0.24 3.54 -4.69
H 0.88 5.43 -6.49
C 0.92 -0.44 -5.11
C 2.23 -0.30 -4.32
O 3.20 0.35 -5.13
H 0.13 -0.76 -4.41
H 1.02 -1.05 -6.05
H 0.74 0.57 -5.43
H 2.62 -1.28 -4.05
H 2.09 0.19 -3.38
H 2.97 1.29 -5.06
C -4.27 -0.14 -7.12
C -3.03 0.43 -7.69
O -2.99 1.77 -7.18
H -5.14 0.28 -7.56
H -4.34 0.01 -6.05
H -4.17 -1.20 -7.35
H -3.08 0.32 -8.77
H -2.12 -0.11 -7.40
H -2.62 2.31 -7.90
C -1.41 3.93 5.73
C -1.04 3.57 4.26
O 0.32 3.17 4.23
H -0.75 4.70 6.21
H -1.44 3.02 6.32
H -2.42 4.35 5.81
H -1.21 4.44 3.64
H -1.72 2.73 3.97
H 0.48 2.61 4.93
C -5.19 -1.84 3.89
C -3.94 -1.48 3.09
O -4.08 -0.21 2.52
H -5.06 -2.77 4.45
H -6.02 -1.90 3.20
H -5.43 -1.10 4.68
H -3.76 -2.21 2.34
H -3.08 -1.45 3.82
H -4.77 -0.32 1.83
C 6.57 0.38 -0.18
C 6.21 -0.88 0.66
O 4.84 -1.19 0.48
H 6.61 0.29 -1.23
H 7.58 0.72 0.15
H 5.70 1.06 0.04
H 6.26 -0.75 1.72
H 6.91 -1.63 0.32
H 4.68 -1.14 -0.49
C 0.17 7.25 -0.95
C -0.26 6.12 0.13
C 0.87 5.10 0.17
C 2.21 5.63 0.73
C 1.90 6.10 2.22
C 0.73 6.99 2.42
N -0.41 6.56 1.55
O -1.41 7.56 1.51
C 0.29 6.90 3.89
C 1.25 8.43 2.03
C -1.57 5.44 -0.17
H 1.20 7.54 -0.80
H -0.51 8.14 -0.76
H 0.16 6.97 -2.02
H 0.61 4.24 0.84
H 1.04 4.70 -0.81
H 2.56 6.48 0.22
H 2.91 4.79 0.74
H 2.81 6.56 2.60
H 1.87 5.17 2.86
H 0.19 5.92 4.40
H 1.12 7.40 4.44
H -0.60 7.45 4.03
H 1.78 8.26 1.04
H 0.52 9.23 1.93
H 1.95 8.76 2.81
H -1.50 5.23 -1.20
H -2.46 6.03 -0.14
H -1.70 4.60 0.50
H -1.06 8.25 0.94
C -2.23 -2.86 -5.63
C -3.09 -3.66 -4.69
C -3.27 -5.03 -5.36
C -3.67 -6.15 -4.42
C -2.63 -6.22 -3.33
C -2.57 -4.93 -2.42
N -2.19 -3.87 -3.42
O -2.08 -2.58 -2.76
C -3.79 -4.75 -1.56
C -1.38 -5.12 -1.50
C -4.40 -3.00 -4.41
H -2.82 -2.65 -6.58
H -1.32 -3.34 -6.04
H -1.92 -1.90 -5.27
H -4.07 -4.95 -6.18
H -2.42 -5.30 -5.99
H -3.79 -7.12 -4.90
H -4.61 -5.90 -3.98
H -1.60 -6.23 -3.79
H -2.84 -7.05 -2.74
H -4.72 -4.78 -2.12
H -3.82 -5.60 -0.85
H -3.68 -3.85 -0.96
H -0.45 -5.25 -2.10
H -1.33 -4.14 -0.94
H -1.64 -5.88 -0.74
H -4.37 -2.14 -3.83
H -4.93 -3.75 -3.80
H -5.01 -2.71 -5.27
H -1.13 -2.45 -2.69
C 5.56 4.37 3.48
C 5.75 3.65 4.76
C 4.67 3.95 5.75
C 3.30 3.38 5.31
C 3.35 1.86 5.13
C 4.50 1.40 4.23
N 5.72 2.12 4.64
O 6.72 1.76 3.63
C 4.77 -0.10 4.41
C 4.14 1.75 2.76
C 7.07 4.05 5.37
H 4.50 4.56 3.25
H 6.00 3.91 2.65
H 6.02 5.37 3.56
H 4.85 3.53 6.74
H 4.38 5.00 5.82
H 2.92 3.94 4.44
H 2.42 3.64 6.05
H 2.41 1.50 4.68
H 3.52 1.50 6.08
H 5.52 -0.43 3.69
H 5.18 -0.33 5.41
H 3.96 -0.76 4.13
H 4.98 1.59 2.08
H 3.47 1.01 2.34
H 3.73 2.79 2.72
H 7.87 3.99 4.61
H 7.27 3.39 6.21
H 7.02 5.06 5.73
H 7.59 1.72 4.04
C 4.96 -2.65 -2.74
C 4.62 -3.94 -3.47
C 4.05 -4.96 -2.47
C 3.45 -6.16 -3.25
C 2.39 -5.59 -4.19
C 3.06 -4.71 -5.23
N 3.66 -3.61 -4.50
O 4.32 -2.78 -5.44
C 3.87 -5.57 -6.24
C 1.86 -4.13 -5.98
C 6.02 -4.45 -3.93
H 5.93 -2.73 -2.27
H 4.25 -2.57 -1.91
H 4.98 -1.76 -3.38
H 4.74 -5.04 -1.65
H 3.20 -4.47 -2.01
H 3.00 -6.90 -2.59
H 4.24 -6.62 -3.85
H 1.67 -4.95 -3.60
H 1.77 -6.35 -4.63
H 4.58 -6.22 -5.83
H 3.19 -6.21 -6.74
H 4.43 -4.86 -6.88
H 2.12 -3.28 -6.63
H 1.32 -4.94 -6.53
H 1.21 -3.76 -5.22
H 6.15 -3.75 -4.77
H 6.08 -5.44 -4.39
H 6.73 -4.30 -3.08
H 4.05 -1.89 -5.23
C -6.03 -2.13 -0.35
C -6.64 -0.76 -0.63
C -8.09 -0.62 -0.10
C -8.42 0.90 -0.26
C -7.59 1.81 0.68
C -6.08 1.69 0.36
N -5.79 0.18 0.25
O -4.41 0.09 -0.29
C -5.82 2.55 -0.90
C -5.39 2.29 1.60
C -6.48 -0.52 -2.15
H -6.16 -2.36 0.74
H -4.95 -2.06 -0.63
H -6.53 -2.93 -0.87
H -8.73 -1.28 -0.73
H -8.10 -1.03 0.91
H -9.45 1.04 -0.06
H -8.31 1.21 -1.33
H -7.74 1.47 1.72
H -7.99 2.82 0.61
H -6.33 2.12 -1.84
H -6.32 3.51 -0.71
H -4.79 2.75 -1.11
H -5.74 3.31 1.64
H -5.60 1.75 2.52
H -4.32 2.29 1.49
H -7.13 -1.28 -2.63
H -5.47 -0.74 -2.48
H -6.86 0.41 -2.59
H -3.84 -0.27 0.35
C -1.88 -5.12 5.22
C -0.80 -5.12 6.31
C 0.51 -5.53 5.65
C 1.15 -4.33 4.88
C 1.45 -3.19 5.88
C 0.09 -2.70 6.58
N -0.61 -3.93 7.11
O -1.83 -3.50 7.67
C 0.34 -1.82 7.85
C -0.74 -1.91 5.61
C -1.23 -6.23 7.29
H -1.74 -4.41 4.41
H -2.80 -4.86 5.72
H -2.02 -6.13 4.86
H 1.17 -5.81 6.41
H 0.34 -6.35 4.91
H 0.46 -3.94 4.10
H 2.05 -4.64 4.34
H 1.76 -2.38 5.19
H 2.30 -3.36 6.52
H -0.61 -1.32 8.02
H 0.66 -2.43 8.67
H 1.12 -1.05 7.59
H -1.69 -1.64 5.92
H -0.22 -1.03 5.33
H -0.95 -2.57 4.70
H -2.20 -5.96 7.65
H -0.51 -6.35 8.09
H -1.25 -7.21 6.71
H -2.37 -3.25 6.90
C -1.51 1.86 -0.18
C -0.93 0.83 -1.17
C 0.45 1.23 -1.61
C 1.52 1.06 -0.53
C 1.52 -0.35 -0.01
C 0.13 -0.83 0.52
N -0.85 -0.56 -0.64
O -2.08 -1.13 -0.22
C 0.13 -2.36 0.79
C -0.31 -0.17 1.87
C -1.81 0.83 -2.45
H -2.18 1.44 0.52
H -0.71 2.43 0.37
H -2.02 2.59 -0.81
H 0.75 0.49 -2.43
H 0.26 2.21 -2.11
H 2.59 1.45 -0.92
H 1.21 1.75 0.30
H 2.26 -0.52 0.80
H 1.73 -1.10 -0.80
H -0.69 -2.62 1.48
H 1.07 -2.64 1.24
H 0.07 -2.93 -0.15
H 0.11 -0.68 2.72
H -1.38 -0.26 2.00
H -0.06 0.90 1.91
H -2.88 0.62 -2.21
H -1.56 1.79 -2.96
H -1.41 0.11 -3.19
H -2.36 -1.69 -0.94
*
```

Computed properties:
E_LUMO   0.01445 hartree
HOMO   -8.297 eV
Orbital gap   8.690 eV